{
  "formula": "C4H7NO2P",
  "method": "the ωB97M-V functional and the def2-TZVPD basis",
  "elements": ["C", "C", "C", "C", "N", "O", "O", "P", "H", "H", "H", "H", "H", "H", "H"],
  "positions_angstrom": [[-1.0532, 0.7799, 0.0508], [0.9228, -1.1967, -0.4051], [-0.3740, -1.4619, 0.4029], [-1.7877, 1.9928, -0.0402], [1.4599, 0.0455, -0.1146], [3.8357, -0.3281, -0.0771], [-1.3264, -0.3951, 0.2818], [2.9044, 0.7859, 0.1281], [1.5878, -2.0133, -0.0885], [0.7216, -1.3099, -1.4798], [-0.8734, -2.3628, 0.0400], [-0.1666, -1.5623, 1.4740], [-2.8726, 1.8554, 0.0448], [-1.5395, 2.5084, -0.9727], [-1.4388, 2.6622, 0.7554]],
  "e_above_lowest_kcal_mol": 56.1,
  "largest_force_ev_per_a": 2.50,
  "total_charge": 1,
  "gap_ev": [7.8, 7.6]
}